Computed, not measured: a structure of composition C28H22BrIrNP at a distorted geometry, with wB97M-V/def2-TZVPD.

The HOMO energy is -14.142 eV. Its total charge is +2. For the LUMO energy, the calculation gives -0.2774 Ha. Its largest force on an atom is 2.39 eV Å⁻¹. The value obtained for the calculated total energy is -4154.114537 hartree. The energy relative to the best compared isomer or geometry (same formula, charge and spin) comes out at 0.00 kJ/mol.

Element x y z (Å)
C  0.94660  1.65587  0.70230
H  2.37129  -0.55545  2.66689
C  -1.73396  2.39518  0.91807
N  1.82588  -2.27269  -1.54232
H  -1.57602  -4.91496  2.97962
C  -0.46669  -1.87347  1.98386
C  -0.04772  0.68445  0.76333
C  2.84903  -0.92263  1.76665
C  0.59440  2.99736  0.75559
C  -0.80577  -3.22707  1.91256
C  -1.58334  2.22189  -2.92285
H  2.29874  -2.20109  -2.44226
C  -4.00072  2.22213  -2.69598
H  -0.42056  -0.09888  3.21908
C  -1.53600  0.88911  -2.45887
C  -0.73904  3.36483  0.86182
C  4.83831  -1.47301  0.52750
H  -4.95611  2.71488  -2.80955
H  -1.00561  4.41259  0.91051
H  -2.16612  0.29745  0.92013
C  -2.75063  0.29077  -2.12786
C  -1.39222  1.05535  0.86277
C  -0.65546  -1.15341  3.16563
H  -4.87622  0.37565  -1.94742
C  -0.36808  2.86407  -3.27469
C  -1.14994  -1.81191  4.28154
H  1.74079  2.69456  -3.49632
C  4.22984  -1.01862  1.69408
H  1.66944  -3.27465  -1.39311
H  4.83390  -0.73121  2.54352
C  -2.84235  2.86405  -3.03602
H  1.81826  0.34580  -2.72342
C  -1.47100  -3.16107  4.21490
Ir  -0.11304  -1.54460  -1.56820
H  -2.77285  2.68422  1.00893
Br  -2.58300  -1.52088  -1.56043
C  2.69720  -1.77725  -0.46695
H  5.91613  -1.54077  0.47094
H  1.98951  1.37379  0.63401
H  -2.87220  3.87944  -3.41061
H  -0.40231  3.89346  -3.60938
C  4.07201  -1.86360  -0.56260
H  -1.28906  -1.26377  5.20347
C  -0.28358  0.22366  -2.37208
H  -1.85711  -3.66380  5.09151
H  1.36443  3.75639  0.71756
P  0.30330  -1.06917  0.59742
C  0.82270  2.20191  -3.20627
H  4.54666  -2.24678  -1.45858
C  -3.96426  0.89131  -2.21725
C  0.86464  0.86333  -2.75007
C  2.08007  -1.28350  0.66158
C  -1.30836  -3.86841  3.02996
H  -0.68381  -3.78088  0.98734

Forces on atoms 1 to 6 (eV/Å):
0.005 0.004 0.036
0.009 -0.003 0.000
-0.008 -0.031 -0.019
0.442 0.434 -0.302
0.006 0.003 0.006
-0.260 -0.352 -0.247